## a
A 2-piece molecular cluster, C5H14NO2 overall, computed with ωB97M-V/def2-TZVPD.

As for the charge: +1.

Each line ends with the natural charge from an NBO analysis.
Positions of all 22 atoms, in Å:
O 1.79 -1.66 0.19  -0.50
C 1.31 -0.62 -0.04  0.46
C -0.04 -0.85 -1.06  -0.14
C -1.08 -0.73 -0.01  -0.46
C -1.04 0.57 0.80  -0.42
C -1.46 1.76 0.01  -0.62
N -0.09 -2.37 -1.56  -0.65
H 1.47 0.47 0.19  0.21
H -0.09 -0.24 -1.99  0.24
H -1.11 -1.56 0.69  0.24
H -2.16 -0.68 -0.54  0.22
H -1.55 0.51 1.77  0.24
H 0.01 0.80 1.15  0.22
H -2.33 1.60 -0.60  0.22
H -0.67 2.07 -0.73  0.20
H -1.73 2.58 0.68  0.23
H -0.12 -3.05 -0.82  0.45
H -0.85 -2.47 -2.09  0.42
H 0.73 -2.46 -2.09  0.44
H 0.15 3.48 1.17  0.47
H 1.12 3.55 2.27  0.48
O 0.92 3.06 1.52  -0.94


## b
A 2-piece molecular cluster, C5H14NO2 overall, computed with ωB97M-V/def2-TZVPD.

As for the charge: +1.

Each line ends with the natural charge from an NBO analysis.
Positions of all 22 atoms, in Å:
C 2.26 0.99 0.50  -0.64
C 0.76 -0.68 1.28  -0.62
C 1.77 -0.87 -1.14  -0.64
C -3.84 -0.46 0.17  0.69
C 1.25 0.00 -0.01  0.18
N 0.05 0.84 -0.59  -0.76
O -2.70 -0.26 -0.25  -0.70
O -4.95 -0.12 -0.34  -0.62
H 1.98 1.43 1.46  0.23
H 3.15 0.38 0.74  0.25
H 2.43 1.66 -0.28  0.21
H 1.51 -0.89 1.97  0.24
H -0.02 -1.58 1.10  0.24
H 0.30 0.15 1.72  0.21
H 1.00 -1.40 -1.50  0.22
H 2.43 -0.47 -1.91  0.24
H 2.35 -1.52 -0.65  0.24
H -4.19 -1.07 1.07  0.14
H 0.20 0.99 -1.67  0.45
H -0.94 0.49 -0.46  0.49
H 0.08 1.85 -0.14  0.44
H -4.91 0.54 -1.09  0.51


## c
A 2-piece molecular cluster, C5H14NO2 overall, computed with ωB97M-V/def2-TZVPD.

As for the charge: +1.

Each line ends with the natural charge from an NBO analysis.
Positions of all 22 atoms, in Å:
C 0.37 0.45 -0.65  -0.11
O 1.64 0.35 -1.36  -0.76
C 0.24 -0.76 0.33  -0.06
C -1.18 -0.97 0.84  -0.47
C -2.37 -0.37 0.10  -0.22
C -3.40 0.15 0.71  -0.33
N 0.70 -1.98 -0.48  -0.72
H 0.42 1.42 -0.16  0.23
H -0.55 0.44 -1.34  0.21
H 2.26 0.96 -0.77  0.52
H 1.01 -0.73 1.17  0.23
H -1.25 -0.55 1.92  0.25
H -1.37 -2.05 0.91  0.22
H -2.39 -0.61 -0.96  0.20
H -3.34 0.46 1.77  0.20
H -4.27 0.47 0.22  0.22
H 1.20 -1.72 -1.37  0.47
H 1.49 -2.48 0.08  0.46
H -0.06 -2.70 -0.73  0.45
H 2.40 3.61 0.25  0.50
H 3.44 2.72 0.98  0.49
O 2.63 2.60 0.52  -0.97


## d
A 2-piece molecular cluster, C5H14NO2 overall, computed with ωB97M-V/def2-TZVPD.

As for the charge: +1.

Each line ends with the natural charge from an NBO analysis.
Positions of all 22 atoms, in Å:
C -0.02 0.42 -0.77  -0.08
O 0.16 1.54 0.07  -0.75
C -0.31 -0.66 0.29  -0.05
C 0.93 -1.30 0.94  -0.48
C 1.57 -0.48 2.06  -0.21
C 2.68 -0.66 2.74  -0.35
N -1.39 -0.27 1.33  -0.69
H -0.91 0.52 -1.45  0.19
H 0.92 0.13 -1.28  0.22
H 0.23 2.38 -0.42  0.51
H -0.75 -1.56 -0.17  0.23
H 1.57 -1.46 0.07  0.25
H 0.81 -2.26 1.50  0.24
H 0.90 0.37 2.16  0.17
H 3.22 -1.61 2.88  0.22
H 3.08 0.19 3.28  0.22
H -1.40 -0.95 2.08  0.45
H -1.27 0.64 1.78  0.46
H -2.22 -0.24 0.71  0.45
H -2.80 2.45 -5.52  0.48
H -2.51 1.26 -6.60  0.49
O -2.50 1.56 -5.68  -0.97


Most stable one: b, least stable one: a.


## a
An isolated molecule of C6H5NO3S, computed with ωB97M-V/def2-TZVPD.

As for the charge: 0.

Each line ends with the natural charge from an NBO analysis.
Positions of all 16 atoms, in Å:
C 0.73 0.50 -1.26  -0.02
C 1.47 -0.52 -0.47  -0.60
C 0.83 1.82 -0.71  0.25
C 1.39 -0.62 0.85  0.78
C -1.53 -0.70 0.84  -0.47
C -1.30 0.51 1.32  -0.37
N 0.92 2.88 -0.28  -0.29
O 1.21 -0.48 1.97  -0.42
O -0.67 0.24 -1.51  -0.71
O -0.67 -2.36 -0.98  -0.92
S -1.48 -1.14 -0.97  1.52
H 1.38 0.66 -2.12  0.25
H 2.02 -1.23 -1.15  0.29
H -1.04 1.33 0.58  0.23
H -1.33 0.74 2.36  0.23
H -1.93 -1.63 1.54  0.25


## b
An isolated molecule of C6H5NO3S, computed with ωB97M-V/def2-TZVPD.

As for the charge: 0.

Each line ends with the natural charge from an NBO analysis.
Positions of all 16 atoms, in Å:
C 1.39 -1.22 0.56  -0.27
C 1.98 0.01 0.33  -0.11
C 0.01 -1.50 0.46  -0.14
C 1.36 1.16 -0.26  -0.36
C -1.04 -0.60 0.52  -0.15
C 0.09 1.50 -0.08  0.25
N -2.23 -0.70 -0.22  0.50
O -2.65 0.44 -0.56  -0.46
O -2.69 -1.72 -0.57  -0.32
O -0.64 2.26 -0.91  -0.66
S -0.74 0.88 1.34  0.29
H 2.03 -2.15 0.51  0.23
H 3.03 0.08 0.34  0.21
H -0.23 -2.39 -0.06  0.23
H 1.96 1.77 -0.84  0.24
H -1.63 2.17 -0.57  0.53


Most stable one: a, least stable one: b.


## a
A 2-piece molecular cluster, C4H8OS overall, computed with ωB97M-V/def2-TZVPD.

As for the charge: 0.

Each line ends with the natural charge from an NBO analysis.
Positions of all 14 atoms, in Å:
C -1.40 0.52 0.34  -0.09
C -0.47 1.04 -0.72  0.29
C -2.74 -0.12 0.08  -0.65
C 2.73 -1.09 -0.29  -0.66
O -1.13 1.88 -0.05  -0.41
S 2.94 0.70 0.30  -0.11
H -1.03 0.39 1.25  0.17
H 1.77 1.12 0.01  0.10
H -2.83 0.07 -1.03  0.22
H -3.35 0.47 0.74  0.23
H -2.53 -1.22 0.27  0.24
H 3.24 -1.58 0.55  0.23
H 3.10 -1.01 -1.22  0.21
H 1.71 -1.16 -0.21  0.21


## b
An isolated molecule of C4H8OS, computed with ωB97M-V/def2-TZVPD.

The SMILES is C[C@H]1S[C@@H]1CO. As for the charge: 0.

Each line ends with the natural charge from an NBO analysis.
Positions of all 14 atoms, in Å:
C -2.17 -0.93 -0.10  -0.63
C -0.84 -0.43 -0.40  -0.27
S -0.45 1.32 0.00  0.08
C 0.18 -0.19 0.73  -0.33
C 1.63 -0.56 0.58  -0.07
O 2.09 -0.36 -0.76  -0.73
H -2.85 -0.67 -0.93  0.22
H -2.55 -0.55 0.84  0.22
H -2.19 -2.06 -0.05  0.22
H -0.43 -0.87 -1.33  0.24
H -0.20 -0.39 1.74  0.22
H 1.66 -1.65 0.69  0.19
H 2.20 0.04 1.31  0.18
H 1.99 0.57 -1.03  0.48


## c
C4H8OS as an isolated structure, computed with ωB97M-V/def2-TZVPD.

As for the charge: 0.

Each line ends with the natural charge from an NBO analysis.
Positions of all 14 atoms, in Å:
C 1.74 0.54 0.64  -0.60
C 0.23 0.42 0.80  0.06
C -0.25 -0.82 1.00  -0.40
C -0.75 -0.08 -0.23  -0.47
H 2.34 -0.37 1.60  0.24
H 2.15 1.90 0.93  0.23
H 1.98 0.36 -1.04  0.20
H -0.30 2.36 0.93  0.49
H 0.50 -1.59 0.47  0.24
H -1.04 -1.12 1.81  0.25
H -1.58 0.75 -0.26  0.25
H -1.31 0.21 -2.70  0.14
O -0.25 1.46 1.45  -0.70
S -0.41 -0.91 -1.66  0.06


Most stable one: b, least stable one: c.


## a
A 2-piece molecular cluster, C5H8N2S2 overall, computed with ωB97M-V/def2-TZVPD.

As for the charge: 0.

Each line ends with the natural charge from an NBO analysis.
Positions of all 17 atoms, in Å:
C 1.13 0.40 -0.78  -0.43
C -0.20 0.26 -0.92  -0.23
C 2.69 -1.74 -1.01  -0.75
C -1.88 -0.09 0.83  -0.62
C -1.28 -0.72 -0.43  -0.44
N 1.49 2.48 1.27  0.02
N 0.46 2.83 1.57  -0.17
S -0.89 3.26 2.00  0.15
S 2.30 -0.50 -0.06  0.74
H -0.55 1.03 -1.70  0.21
H 2.05 -2.08 -1.77  0.21
H 3.56 -2.27 -0.87  0.22
H -2.61 -0.92 1.24  0.20
H -2.45 0.83 0.73  0.23
H -1.06 -0.20 1.55  0.22
H -1.93 -0.81 -1.39  0.22
H -0.82 -1.75 -0.25  0.21


## b
An isolated molecule of C5H8N2S2, computed with ωB97M-V/def2-TZVPD.

The SMILES is CC(C)n1sncc1=S. As for the charge: 0.

Each line ends with the natural charge from an NBO analysis.
Positions of all 17 atoms, in Å:
C 0.70 1.75 -0.15  -0.62
C -0.47 0.73 -0.17  -0.10
C -1.49 0.93 0.95  -0.61
N 0.11 -0.59 0.02  -0.47
S 0.73 -1.32 1.63  0.73
N 1.21 -2.59 0.75  -0.55
C 1.00 -2.54 -0.53  0.01
C 0.34 -1.43 -1.03  -0.03
S -0.13 -1.09 -2.56  -0.17
H 0.76 2.29 0.84  0.21
H 1.64 1.31 -0.48  0.23
H 0.36 2.57 -0.74  0.22
H -0.97 0.56 -1.17  0.26
H -2.53 0.95 0.56  0.23
H -1.16 1.81 1.55  0.21
H -1.36 0.17 1.61  0.20
H 1.25 -3.51 -1.08  0.23


Most stable one: b, least stable one: a.


## a
A 3-piece molecular cluster, CH8O2Si2 overall, computed with ωB97M-V/def2-TZVPD.

The SMILES is C=[SiH2].O=[SiH2].O. As for the charge: 0.

Each line ends with the natural charge from an NBO analysis.
Positions of all 13 atoms, in Å:
C -0.74 0.98 -0.73  -1.19
Si -1.78 0.22 0.54  1.11
H -0.34 1.88 -0.76  0.19
H -1.04 0.67 -1.79  0.23
H -1.72 1.04 1.77  -0.18
H -2.80 -0.74 0.45  -0.15
O 1.66 -1.02 0.54  -1.22
Si 2.20 0.41 0.34  1.65
H 2.54 1.46 1.30  -0.24
H 2.68 0.99 -0.90  -0.24
O -0.59 -2.17 -0.39  -0.94
H -0.03 -2.18 0.43  0.50
H -0.04 -1.55 -0.80  0.48


## b
A 3-piece molecular cluster, CH8O2Si2 overall, computed with ωB97M-V/def2-TZVPD.

The SMILES is C=[SiH2].O=[SiH2].O. As for the charge: 0.

Each line ends with the natural charge from an NBO analysis.
Positions of all 13 atoms, in Å:
C 2.12 -0.76 0.41  -1.09
Si 1.59 0.50 -0.61  1.00
H 2.70 -0.38 1.14  0.22
H 2.05 -1.81 0.29  0.23
H 1.63 1.80 -0.15  -0.17
H 1.28 0.30 -2.01  -0.16
O -2.09 -0.34 -0.23  -1.18
Si -1.18 -1.53 0.02  1.58
H -0.45 -1.64 1.27  -0.22
H -1.10 -2.80 -0.82  -0.22
O -3.27 2.17 1.29  -0.96
H -2.93 1.73 0.49  0.49
H -2.78 1.82 2.05  0.47


Most stable one: b, least stable one: a.